{"formula": "C28H42Cl3N5O2Ti", "method": "ωB97M-V with the def2-TZVPD basis set", "symbols": ["Ti", "Cl", "Cl", "Cl", "O", "O", "N", "N", "N", "N", "N", "C", "C", "C", "C", "C", "C", "C", "C", "C", "C", "C", "C", "C", "C", "C", "C", "C", "C", "C", "C", "C", "C", "C", "C", "C", "C", "C", "C", "H", "H", "H", "H", "H", "H", "H", "H", "H", "H", "H", "H", "H", "H", "H", "H", "H", "H", "H", "H", "H", "H", "H", "H", "H", "H", "H", "H", "H", "H", "H", "H", "H", "H", "H", "H", "H", "H", "H", "H", "H", "H"], "positions_angstrom": [[-0.702, 0.562, -0.578], [-3.870, 2.321, -3.660], [-2.982, 4.455, -1.902], [-1.385, 3.707, -4.197], [-0.512, 1.925, -2.106], [-2.390, 1.481, -1.155], [3.265, 0.206, -1.858], [-1.457, -1.180, -0.821], [-0.905, 0.309, 1.368], [1.254, 0.520, -0.717], [2.357, -1.523, -0.602], [1.575, -1.940, 0.554], [-1.625, 4.365, 1.706], [3.062, -2.598, -1.300], [1.292, -1.880, 4.135], [0.342, 0.876, 4.814], [-1.791, -3.424, -3.808], [-2.958, -2.817, -1.165], [-0.073, -1.324, 3.715], [4.676, -0.157, -1.700], [-1.966, -2.039, -1.758], [-0.331, 2.373, 2.564], [-0.057, 0.197, 3.666], [3.025, 1.360, -2.723], [-1.834, -0.634, 1.497], [0.013, -1.779, -3.242], [-2.159, -1.415, 0.388], [-0.411, 0.973, 2.551], [-0.652, 3.235, 1.363], [-1.492, -2.057, -3.185], [-3.091, -2.424, 0.166], [0.407, 2.255, 4.858], [-2.475, 3.131, -2.955], [0.077, 2.994, 3.736], [0.628, 3.806, 0.741], [2.303, -0.275, -1.059], [-1.162, -1.845, 4.661], [-1.759, 2.134, -2.041], [-2.237, -0.967, -3.971], [-1.172, -2.935, 4.665], [5.248, 0.762, -1.572], [0.136, 4.073, 3.775], [-1.133, 5.134, 2.302], [0.350, -1.806, -4.278], [1.505, 1.488, -0.919], [3.303, -2.297, -2.315], [-1.179, 2.611, 0.622], [-1.988, 4.842, 0.799], [0.644, -2.425, 0.247], [1.086, 4.515, 1.431], [2.164, -2.651, 1.132], [5.052, -0.683, -2.576], [3.971, -2.889, -0.775], [-0.290, -1.720, 2.717], [0.576, -2.528, -2.680], [1.356, -1.080, 1.181], [-1.351, -4.237, -3.229], [-1.374, -3.460, -4.814], [0.259, -0.784, -2.852], [-3.521, -3.593, -1.656], [0.717, 2.755, 5.765], [3.285, 2.298, -2.224], [-0.978, -1.511, 5.682], [3.656, 1.260, -3.603], [0.604, 0.307, 5.695], [1.304, -2.966, 4.037], [1.377, 3.031, 0.561], [-3.317, -1.053, -3.852], [-2.483, 3.995, 2.267], [-2.158, -1.496, 4.385], [-2.863, -3.599, -3.893], [-1.933, 0.031, -3.652], [1.987, 1.389, -3.051], [-2.001, -1.057, -5.031], [4.816, -0.769, -0.815], [2.399, -3.462, -1.341], [1.502, -1.649, 5.178], [-3.762, -2.834, 0.904], [0.420, 4.334, -0.191], [2.104, -1.463, 3.538], [-2.320, -0.785, 2.456]], "mulliken_charge": [-1.075, -0.068, -0.099, -0.088, -0.401, -0.297, 0.057, 1.533, 1.493, 0.790, 0.254, -1.186, -1.617, -1.402, -1.662, -0.555, -2.085, -0.598, 0.899, -1.230, -0.648, 0.528, 0.976, -1.152, -1.001, -1.633, 0.582, -0.306, 1.867, 2.496, -1.754, -1.900, 0.927, -0.584, -1.494, 0.341, -1.587, -0.312, -1.514, 0.436, 0.408, 0.429, 0.383, 0.566, -0.175, 0.434, -0.208, 0.302, 0.223, 0.437, 0.674, 0.379, 0.339, -0.136, 0.220, 0.148, 0.441, 0.439, 0.251, 0.578, 0.389, 0.352, 0.369, 0.423, 0.434, 0.441, 0.318, 0.422, 0.419, 0.363, 0.462, 0.118, 0.326, 0.489, 0.408, 0.505, 0.437, 0.637, 0.420, 0.337, 0.869], "orbital_gap_ha": 0.2393, "largest_force_ev_per_a": 0.78, "spin_multiplicity": 1, "relative_energy_kcal_mol": 2.7, "charge": 2, "e_lumo_ha": -0.2763, "homo_energy_ha": -0.5156}

---

{"formula": "C28H42ClGe2Pd", "method": "ωB97M-V with the def2-TZVPD basis set", "symbols": ["Pd", "Ge", "Ge", "Cl", "C", "C", "C", "C", "C", "C", "C", "C", "C", "C", "C", "C", "C", "C", "C", "C", "C", "C", "C", "C", "C", "C", "C", "C", "C", "C", "C", "C", "H", "H", "H", "H", "H", "H", "H", "H", "H", "H", "H", "H", "H", "H", "H", "H", "H", "H", "H", "H", "H", "H", "H", "H", "H", "H", "H", "H", "H", "H", "H", "H", "H", "H", "H", "H", "H", "H", "H", "H", "H", "H"], "positions_angstrom": [[1.169, 0.075, -0.794], [-0.654, -1.373, -0.963], [-0.271, 1.336, 1.354], [5.927, 3.573, -2.162], [-0.632, 4.139, -0.833], [1.706, 3.345, -0.558], [0.459, 2.849, -2.651], [-1.878, -0.843, -2.447], [-1.349, -0.273, 1.664], [3.626, 0.337, -2.684], [4.344, 1.495, -2.916], [-1.903, -3.050, 2.601], [-1.143, -4.111, -2.147], [5.030, 2.098, -1.873], [1.305, 0.577, 3.711], [-2.543, -4.178, 3.093], [3.569, -0.271, -1.409], [-3.523, -4.812, 2.340], [-3.200, -3.181, 0.599], [4.271, 0.393, -0.378], [1.482, 1.047, 2.265], [2.687, -1.389, -1.122], [-1.056, 2.708, 2.618], [-1.997, 2.188, 3.704], [4.997, 1.551, -0.603], [0.334, 2.980, -1.126], [-3.338, -1.290, -2.397], [-3.848, -4.305, 1.090], [-2.225, -2.520, 1.347], [-1.519, -1.314, 0.840], [-0.189, 1.656, -0.549], [-0.214, -3.307, -1.238], [-2.267, -4.568, 4.065], [-3.434, -2.377, -2.417], [0.720, 1.286, 4.300], [-0.292, 5.068, -1.305], [-1.631, 3.910, -1.213], [-2.874, 1.706, 3.266], [-3.462, -2.801, -0.380], [-0.712, 4.315, 0.241], [1.653, 3.510, 0.523], [2.973, -1.964, -0.242], [0.805, -3.344, -1.623], [-3.828, -0.931, -1.488], [4.363, 1.941, -3.902], [-1.829, 0.245, -2.501], [0.790, 3.791, -3.104], [-1.297, -3.616, -3.109], [-1.522, 1.444, 4.349], [-4.608, -4.789, 0.488], [-2.360, 2.994, 4.351], [-1.816, -0.358, 2.648], [-4.021, -5.696, 2.720], [2.438, 2.554, -0.743], [-3.909, -0.903, -3.247], [-0.504, 2.578, -3.092], [3.078, -0.120, -3.501], [-1.403, -1.204, -3.366], [2.264, 0.452, 4.222], [0.787, -0.385, 3.748], [2.510, -2.036, -1.979], [-0.178, -3.763, -0.244], [4.245, -0.027, 0.621], [-1.207, 1.501, -0.922], [2.022, 1.999, 2.247], [-1.602, 3.439, 2.015], [-2.127, -4.253, -1.695], [2.086, 4.263, -1.017], [1.176, 2.067, -2.908], [2.104, 0.328, 1.725], [-0.215, 3.251, 3.062], [-0.741, -5.107, -2.358], [-1.124, -2.572, 3.182], [5.525, 2.036, 0.208]], "mulliken_charge": [-0.173, 1.223, 1.877, -0.286, -2.009, -1.511, -1.703, -0.417, -1.467, -0.156, -0.646, -0.260, -1.093, 0.398, -1.227, -0.789, -0.172, -0.393, 0.076, -0.238, -0.444, -0.888, -0.702, -1.349, -0.804, 2.408, -1.432, -0.831, -0.399, 0.190, -1.776, -0.770, 0.393, 0.256, 0.282, 0.500, 0.369, 0.306, 0.445, 0.267, 0.151, 0.283, 0.468, 0.335, 0.397, 0.128, 0.480, 0.279, 0.292, 0.379, 0.367, 0.683, 0.354, 0.102, 0.467, 0.323, 0.304, 0.430, 0.418, 0.180, 0.477, 0.400, 0.274, 0.618, 0.378, 0.375, 0.158, 0.542, 0.087, 0.180, 0.400, 0.410, 0.440, 0.389], "orbital_gap_ha": 0.2476, "largest_force_ev_per_a": 0.66, "spin_multiplicity": 1, "relative_energy_kcal_mol": 0.0, "charge": -1, "e_lumo_ha": 0.1048, "homo_energy_ha": -0.1427}

---

{"formula": "C28H42CoN2O6S", "method": "ωB97M-V with the def2-TZVPD basis set", "symbols": ["Co", "S", "O", "O", "O", "O", "O", "O", "N", "N", "C", "C", "C", "C", "C", "C", "C", "C", "C", "C", "C", "C", "C", "C", "C", "C", "C", "C", "C", "C", "C", "C", "C", "C", "C", "C", "C", "C", "H", "H", "H", "H", "H", "H", "H", "H", "H", "H", "H", "H", "H", "H", "H", "H", "H", "H", "H", "H", "H", "H", "H", "H", "H", "H", "H", "H", "H", "H", "H", "H", "H", "H", "H", "H", "H", "H", "H", "H", "H", "H"], "positions_angstrom": [[-0.155, 0.178, 0.188], [0.609, -0.811, -2.767], [4.630, -0.517, 5.938], [6.339, -0.480, 4.626], [-0.284, 0.221, 2.309], [-0.963, 2.091, 0.307], [0.160, 0.335, -1.864], [1.790, 0.429, 0.464], [-1.213, -1.606, 0.113], [5.146, -0.392, 4.843], [-2.830, -2.623, -1.519], [0.634, 0.088, 3.113], [2.553, 0.251, 1.498], [0.810, -4.842, 1.743], [-0.618, -2.714, 0.610], [-1.247, -6.317, 1.728], [-3.604, -1.759, 0.775], [2.043, 0.076, 2.817], [-1.535, 4.347, 0.646], [2.940, 0.731, -2.680], [-0.547, -5.010, 1.441], [2.405, -0.684, -2.867], [4.794, 0.003, 2.407], [-0.576, 3.205, 0.642], [2.911, -0.126, 3.898], [-2.613, -1.596, -0.390], [4.255, -0.165, 3.691], [2.747, 1.672, -3.869], [0.845, 3.447, 1.047], [0.096, -0.332, -4.435], [2.952, -3.483, 1.806], [1.488, -3.646, 1.472], [-1.246, -3.966, 0.873], [-0.269, -2.731, -5.245], [0.776, -2.614, 0.913], [-0.877, -1.343, -5.037], [-2.851, -0.210, -0.989], [3.961, 0.209, 1.339], [3.090, 1.217, -4.805], [-2.563, 3.992, 0.676], [0.983, -0.216, -5.059], [-0.360, 0.647, -4.275], [2.758, -1.340, -2.069], [4.005, 0.629, -2.461], [-1.206, -0.943, -5.998], [1.701, 1.963, -3.990], [-3.665, -2.294, -2.139], [-0.039, -3.218, -4.292], [1.356, -5.665, 2.195], [0.371, -0.031, 4.175], [-2.621, 0.587, -0.274], [2.681, -1.135, -3.826], [2.524, -0.257, 4.902], [-1.939, -2.681, -2.151], [5.869, -0.036, 2.288], [-1.330, 5.025, 1.475], [-0.955, -3.382, -5.787], [2.476, 1.149, -1.787], [3.323, 2.588, -3.723], [-4.622, -1.706, 0.383], [-3.471, -0.943, 1.491], [4.357, 0.343, 0.338], [-3.062, -3.625, -1.172], [-2.287, -4.120, 0.661], [0.657, -2.670, -5.827], [3.463, -2.870, 1.062], [-3.493, -2.696, 1.314], [-1.771, -1.409, -4.408], [-0.580, -7.025, 2.218], [1.126, 4.492, 0.920], [3.457, -4.448, 1.864], [-2.257, -0.050, -1.891], [1.516, 2.784, 0.503], [-3.906, -0.112, -1.247], [-1.606, -6.777, 0.805], [1.299, -1.702, 0.657], [3.072, -2.988, 2.774], [0.927, 3.202, 2.113], [-1.384, 4.912, -0.281], [-2.111, -6.164, 2.376]], "mulliken_charge": [2.838, 0.786, -0.612, -0.618, -0.492, -0.739, -0.700, -0.614, 0.430, 1.019, -1.627, -0.722, -0.348, -0.622, 0.627, -1.637, -1.529, 1.474, -1.543, 0.505, -0.230, -1.254, -0.546, 0.713, -0.374, 1.225, -0.830, -1.433, -0.762, -1.082, -1.513, -0.033, -0.505, -1.184, 0.573, -0.323, -1.896, -0.665, 0.338, 0.340, 0.521, 0.363, 0.418, 0.490, 0.438, 0.243, 0.473, 0.271, 0.394, 0.371, 0.336, 0.614, 0.564, 0.300, 0.549, 0.426, 0.383, -0.451, 0.432, 0.487, 0.307, 0.407, 0.389, 0.570, 0.349, 0.277, 0.302, 0.188, 0.396, 0.478, 0.472, 0.206, -0.044, 0.652, 0.347, 0.489, 0.216, 0.240, 0.345, 0.359], "orbital_gap_ha": [0.3094, 0.2490], "largest_force_ev_per_a": 0.67, "spin_multiplicity": 5, "relative_energy_kcal_mol": 0.0, "charge": 1, "e_lumo_ha": [-0.0982, -0.1632], "homo_energy_ha": [-0.4076, -0.4123]}